{
  "formula": "C26H63F2N20O16PS2Si",
  "method": "ωB97M-V with the def2-TZVPD basis set",
  "elements": ["C", "C", "C", "C", "C", "F", "F", "C", "C", "Si", "C", "C", "C", "C", "C", "C", "C", "C", "O", "S", "O", "O", "O", "C", "P", "O", "O", "S", "H", "H", "H", "H", "H", "H", "H", "H", "H", "H", "H", "H", "H", "H", "H", "H", "H", "H", "H", "H", "H", "H", "H", "N", "C", "N", "O", "H", "H", "H", "H", "N", "C", "N", "O", "H", "H", "H", "H", "N", "C", "N", "O", "H", "H", "H", "H", "N", "C", "N", "O", "H", "H", "H", "H", "N", "C", "N", "O", "H", "H", "H", "H", "N", "C", "N", "O", "H", "H", "H", "H", "N", "C", "N", "O", "H", "H", "H", "H", "N", "C", "N", "O", "H", "H", "H", "H", "N", "C", "N", "O", "H", "H", "H", "H", "N", "C", "N", "O", "H", "H", "H", "H"],
  "coordinates": [[-3.050, 1.044, -1.301], [-2.277, -0.064, -1.136], [-1.035, -0.296, -1.990], [0.184, -0.676, -1.146], [1.177, 0.516, -1.127], [2.265, 0.212, -0.400], [1.620, 0.609, -2.438], [0.537, 1.851, -0.758], [1.379, 2.805, 0.120], [1.269, 2.610, 2.000], [2.088, 4.149, 2.726], [2.204, 1.142, 2.688], [-0.496, 2.535, 2.664], [-0.866, 3.416, 3.691], [-2.142, 3.382, 4.250], [-3.099, 2.476, 3.815], [-2.759, 1.603, 2.785], [-1.480, 1.640, 2.233], [-0.032, -0.963, 0.262], [0.785, -2.213, 0.784], [-0.100, -3.275, 1.146], [1.765, -1.933, 1.763], [1.613, -2.452, -0.581], [0.774, -1.993, -1.653], [-0.467, -3.412, -1.887], [-1.850, -3.034, -1.163], [0.193, -4.706, -1.209], [-0.767, -3.765, -3.753], [-3.508, 1.290, -2.258], [-3.237, 1.751, -0.497], [-2.590, -0.806, -0.411], [-0.875, 0.612, -2.554], [-1.267, -1.065, -2.737], [-0.471, 1.707, -0.379], [0.409, 2.348, -1.720], [1.093, 3.813, -0.174], [2.430, 2.674, -0.150], [2.105, 4.022, 3.809], [3.120, 4.203, 2.385], [1.571, 5.073, 2.469], [3.107, 0.932, 2.133], [2.439, 1.343, 3.733], [1.530, 0.287, 2.700], [-0.176, 4.139, 4.104], [-2.364, 4.069, 5.059], [-4.085, 2.416, 4.250], [-3.467, 0.875, 2.410], [-1.264, 0.913, 1.457], [1.235, -1.964, -2.633], [-2.142, -3.712, -0.540], [-0.366, -5.027, -0.488], [-3.355, 7.301, 4.701], [-2.276, 7.097, 5.507], [-1.663, 8.207, 5.985], [-1.881, 5.967, 5.789], [-3.688, 8.214, 4.461], [-3.835, 6.489, 4.335], [-0.880, 8.066, 6.612], [-1.965, 9.137, 5.774], [0.726, 5.953, 9.910], [-0.048, 6.218, 8.816], [-0.629, 5.131, 8.245], [-0.195, 7.362, 8.391], [0.869, 5.029, 10.284], [1.171, 6.733, 10.354], [-1.217, 5.272, 7.428], [-0.494, 4.202, 8.596], [6.999, 1.593, 1.970], [6.058, 2.456, 2.460], [6.548, 3.485, 3.218], [4.868, 2.320, 2.239], [7.982, 1.686, 2.140], [6.671, 0.828, 1.412], [5.881, 4.134, 3.593], [7.521, 3.617, 3.414], [-0.363, -7.266, -2.164], [-1.207, -8.205, -2.676], [-1.414, -9.303, -1.892], [-1.744, -8.070, -3.768], [0.092, -7.355, -1.276], [-0.192, -6.444, -2.719], [-2.030, -10.012, -2.243], [-0.983, -9.434, -0.997], [1.679, -4.977, -7.752], [0.351, -4.680, -7.628], [-0.333, -5.432, -6.724], [-0.190, -3.794, -8.280], [2.137, -5.696, -7.226], [2.214, -4.440, -8.409], [-1.309, -5.232, -6.605], [0.083, -6.157, -6.170], [0.433, -4.334, -13.312], [1.267, -3.729, -12.405], [0.858, -3.805, -11.106], [2.296, -3.170, -12.743], [-0.417, -4.799, -13.059], [0.703, -4.298, -14.276], [1.436, -3.369, -10.414], [0.017, -4.261, -10.808], [-0.935, -10.234, -7.281], [-1.848, -11.051, -6.666], [-2.316, -10.584, -5.472], [-2.208, -12.108, -7.153], [-0.629, -9.361, -6.898], [-0.567, -10.540, -8.162], [-2.988, -11.155, -4.996], [-2.025, -9.713, -5.059], [2.118, 0.834, -7.101], [1.296, -0.108, -7.671], [1.091, -1.229, -6.913], [0.794, 0.049, -8.766], [2.544, 0.728, -6.200], [2.292, 1.667, -7.629], [0.493, -1.947, -7.294], [1.500, -1.365, -6.010], [-6.174, 5.917, 1.812], [-6.009, 5.000, 2.813], [-6.828, 3.910, 2.746], [-5.188, 5.140, 3.703], [-6.842, 5.817, 1.073], [-5.585, 6.727, 1.831], [-6.731, 3.219, 3.465], [-7.509, 3.771, 2.024], [3.063, 4.491, 12.934], [2.636, 3.441, 12.170], [3.540, 2.431, 12.008], [1.524, 3.408, 11.669], [3.970, 4.539, 13.355], [2.419, 5.247, 13.074], [3.255, 1.647, 11.452], [4.457, 2.436, 12.410]],
  "homo_energy_ev": -8.60,
  "total_energy_ev": -134828.5016,
  "homo_lumo_gap_ev": 8.2
}

***

{
  "formula": "C9H14NOS2",
  "method": "ωB97M-V with the def2-TZVPD basis set",
  "elements": ["C", "C", "C", "C", "C", "C", "C", "C", "C", "N", "O", "S", "S", "H", "H", "H", "H", "H", "H", "H", "H", "H", "H", "H", "H", "H", "H"],
  "coordinates": [[0.327, -1.371, 0.565], [0.484, 2.573, -1.280], [0.947, -3.692, -0.278], [0.664, -3.845, 1.137], [-2.167, 1.407, 0.949], [-2.025, 1.744, -0.445], [-0.087, -2.787, 0.352], [-0.842, -0.419, 0.267], [1.755, 2.734, -2.105], [-1.452, 0.217, 1.216], [1.390, -0.882, 0.977], [0.226, 3.692, 0.072], [-0.493, 1.128, -1.299], [1.973, -3.429, -0.338], [0.577, -4.229, -1.123], [0.183, -4.607, 1.723], [1.478, -3.464, 1.718], [-1.754, 2.231, 1.700], [-3.304, 1.193, 1.164], [-2.898, 1.403, -1.206], [-2.089, 2.881, -0.512], [-1.119, -2.907, 0.237], [1.953, 1.883, -2.789], [2.588, 2.703, -1.425], [1.986, 3.824, -2.437], [1.396, 4.130, 0.486], [-1.102, 0.183, 2.149]],
  "homo_energy_ev": [-11.96, -11.96],
  "total_energy_ev": -34756.0358,
  "homo_lumo_gap_ev": [7.0, 7.0],
  "total_charge": 1,
  "relative_energy_kcal_mol": 18.3
}

***

{
  "formula": "C31H25NO14PS",
  "method": "ωB97M-V with the def2-TZVPD basis set",
  "elements": ["O", "S", "O", "C", "N", "P", "O", "O", "H", "H", "H", "H", "H", "C", "C", "C", "O", "C", "C", "C", "O", "H", "H", "H", "H", "C", "C", "C", "O", "C", "C", "C", "O", "H", "H", "H", "H", "C", "C", "C", "O", "C", "C", "C", "O", "H", "H", "H", "H", "C", "C", "C", "O", "C", "C", "C", "O", "H", "H", "H", "H", "C", "C", "C", "O", "C", "C", "C", "O", "H", "H", "H", "H"],
  "coordinates": [[5.940, -2.859, 0.966], [5.690, -2.232, -0.303], [6.011, -3.063, -1.410], [3.975, -1.656, -0.286], [3.244, -2.151, -1.404], [1.662, -1.840, -1.312], [1.067, -3.031, -0.244], [1.459, -0.493, -0.295], [6.440, -1.100, -0.324], [4.062, -0.562, -0.309], [3.602, -1.937, 0.699], [1.861, -3.481, 0.097], [1.700, -0.679, 0.631], [-2.298, 1.377, -0.187], [-1.701, 0.267, -0.608], [-2.159, -0.436, -1.829], [-1.608, -1.455, -2.167], [-3.294, 0.158, -2.583], [-3.884, 1.275, -2.164], [-3.430, 1.967, -0.931], [-3.980, 2.990, -0.548], [-1.981, 1.893, 0.711], [-0.864, -0.178, -0.085], [-3.610, -0.368, -3.475], [-4.712, 1.724, -2.692], [9.669, -7.397, 1.264], [9.181, -7.896, 0.134], [8.384, -7.054, -0.799], [7.943, -7.521, -1.827], [8.156, -5.638, -0.421], [8.646, -5.140, 0.713], [9.440, -5.978, 1.642], [9.894, -5.533, 2.676], [10.251, -7.991, 1.958], [9.336, -8.926, -0.162], [7.572, -5.033, -1.106], [8.483, -4.111, 1.006], [-0.533, -3.144, 3.018], [-0.407, -1.972, 2.402], [-0.634, -0.695, 3.130], [-0.521, 0.375, 2.570], [-1.004, -0.774, 4.566], [-1.130, -1.947, 5.178], [-0.904, -3.225, 4.452], [-1.021, -4.290, 5.019], [-0.372, -4.084, 2.506], [-0.134, -1.903, 1.353], [-1.162, 0.168, 5.075], [-1.399, -2.031, 6.224], [-2.334, 5.423, -1.421], [-1.555, 5.180, -0.371], [-0.267, 5.894, -0.185], [0.444, 5.679, 0.772], [0.120, 6.891, -1.217], [-0.658, 7.135, -2.267], [-1.948, 6.420, -2.450], [-2.657, 6.648, -3.406], [-3.275, 4.913, -1.571], [-1.823, 4.458, 0.390], [1.063, 7.400, -1.061], [-0.395, 7.856, -3.030], [-7.638, 4.250, -0.028], [-7.046, 3.134, -0.445], [-7.500, 2.440, -1.674], [-6.965, 1.422, -2.058], [-8.637, 3.035, -2.422], [-9.227, 4.150, -2.004], [-8.773, 4.846, -0.773], [-9.314, 5.863, -0.395], [-7.323, 4.774, 0.865], [-6.216, 2.688, 0.082], [-8.950, 2.511, -3.317], [-10.057, 4.601, -2.533]],
  "homo_energy_ev": -4.29,
  "total_energy_ev": -82827.2536,
  "homo_lumo_gap_ev": 4.1,
  "total_charge": -1
}

***

{
  "formula": "C6H26Cl6O7",
  "method": "ωB97M-V with the def2-TZVPD basis set",
  "elements": ["Cl", "C", "C", "Cl", "H", "H", "H", "H", "Cl", "C", "C", "Cl", "H", "H", "H", "H", "Cl", "C", "C", "Cl", "H", "H", "H", "H", "O", "H", "H", "O", "H", "H", "O", "H", "H", "O", "H", "H", "O", "H", "H", "O", "H", "H", "O", "H", "H"],
  "coordinates": [[0.072, 3.357, -2.383], [1.192, 1.996, -2.575], [2.245, 1.742, -1.512], [3.092, 3.267, -1.256], [1.634, 2.140, -3.592], [0.628, 1.038, -2.542], [2.935, 0.983, -1.868], [1.770, 1.473, -0.600], [-1.509, 4.285, 1.228], [0.217, 3.686, 1.339], [1.271, 4.740, 1.467], [1.085, 5.723, 2.948], [0.403, 3.207, 0.326], [0.303, 2.997, 2.192], [1.299, 5.492, 0.686], [2.282, 4.286, 1.641], [-1.539, -4.784, -2.869], [-0.459, -5.729, -1.814], [1.017, -5.421, -1.837], [1.215, -3.688, -1.551], [-0.625, -6.789, -2.174], [-0.833, -5.700, -0.792], [1.464, -5.469, -2.839], [1.399, -5.991, -1.015], [-0.983, -2.935, 0.758], [-1.837, -3.180, 0.338], [-1.282, -2.873, 1.664], [-1.413, -0.545, 3.134], [-0.986, 0.258, 3.519], [-1.962, -0.045, 2.410], [0.577, -0.461, 0.386], [0.525, -1.243, 0.900], [0.368, -0.833, -0.485], [0.119, -0.855, -2.124], [-0.824, -0.570, -2.240], [0.187, -1.738, -2.462], [-1.802, 0.730, 0.659], [-1.757, 1.683, 0.880], [-0.910, 0.344, 0.541], [-2.379, 0.130, -1.854], [-3.145, -0.342, -2.089], [-2.333, 0.375, -0.893], [-0.404, 1.447, 5.529], [-0.897, 2.262, 5.346], [0.577, 1.549, 5.478]],
  "homo_energy_ev": -10.42,
  "total_energy_ev": -96111.8265,
  "homo_lumo_gap_ev": 10.7,
  "relative_energy_kcal_mol": 0.0
}